{"formula": "C4H7N3", "method": "the ωB97M-V functional and the def2-TZVPD basis", "molar_mass_g_mol": 97.121, "spin_multiplicity": 1, "orbital_gap_ha": 0.3312, "homo_energy_ev": -8.304, "e_tot_ev": -8729.512, "de_lowest_ev": 2.167, "total_charge": 0, "smiles": "C/C=C1/CNN=N1", "symbols": ["C", "C", "C", "C", "N", "N", "N", "H", "H", "H", "H", "H", "H", "H"], "positions_angstrom": [[-0.317, -2.044, -1.041], [0.198, -0.641, -1.008], [-0.154, 0.247, -0.081], [0.667, 1.420, 0.378], [-0.235, 1.960, 1.366], [-1.148, 1.029, 1.721], [-1.148, 0.050, 0.931], [0.480, -2.735, -1.333], [-0.668, -2.322, -0.044], [-1.144, -2.165, -1.743], [1.507, 0.874, 0.821], [0.985, -0.352, -1.706], [1.025, 2.168, -0.333], [-0.039, 2.694, 2.028]], "atomic_forces_ev_per_a": [[-0.1, -0.1, 0.0], [-0.1, 0.1, 0.1], [0.3, -0.2, -0.1], [0.1, -0.1, 0.0], [-0.1, 0.1, 0.0], [0.0, -0.2, -0.3], [0.0, 0.2, 0.1], [-0.1, 0.1, 0.0], [-0.1, 0.0, -0.2], [0.0, -0.1, 0.0], [0.4, 0.7, 0.4], [-0.1, -0.1, 0.1], [-0.2, -0.2, 0.0], [0.0, -0.3, 0.0]], "lowdin_charge": [-0.103, -0.120, -0.299, -0.141, -0.051, -0.015, 0.041, 0.071, 0.068, 0.073, 0.121, 0.108, 0.121, 0.126]}